No. 1
C3H3NO2 | ωB97M-V/def2-TZVPD

XYZ file:
```
9
C3H3NO2 | the OMol25 dataset | ωB97M-V/def2-TZVPD
O 2.0902 0.4183 -0.0256
C 0.8798 0.1742 0.0869
N 0.5863 -1.1358 0.1032
O -0.8372 -1.2795 -0.0714
C -1.3104 0.0040 0.0195
C -0.3358 0.9258 0.0898
H 1.6727 -1.2422 -0.3210
H -2.3934 0.1372 0.0427
H -0.3522 1.9980 0.0760
```

## Properties
Charge: 0
SMILES: O=c1cco[nH]1
Gap between HOMO and LUMO: 10.3 eV
LUMO level: 0.02220 Ha
Energy above the lowest of the compared OMol25 structures with the same formula, charge and spin: 96.3 kcal per mole
Calculated total energy: -8740.9563 eV

Mulliken population analysis, charges in e, atoms 1 to 4:
1. O -0.70
2. C 0.62
3. N -0.17
4. O -0.24


No. 2
C3H4N2S | ωB97M-V/def2-TZVPD

XYZ file:
```
10
C3H4N2S | the OMol25 dataset | ωB97M-V/def2-TZVPD
C 1.4200 -0.2438 0.2517
C -0.8634 0.5662 0.1153
C -1.5961 -0.6512 -0.0094
H 1.2056 -0.2649 1.3003
H 0.6411 0.4653 -1.5118
H -0.8509 0.9250 1.1467
H -1.2802 1.3271 -0.5243
N 0.4907 0.3348 -0.4922
N -2.0832 -1.6805 -0.1725
S 2.9163 -0.7779 -0.1040
```

## Properties
Charge: 0
SMILES: N#CCNC=S
Gap between HOMO and LUMO: 9.1 eV
LUMO level: 0.01715 Ha
Energy above the lowest of the compared OMol25 structures with the same formula, charge and spin: 30.8 kcal per mole
Calculated total energy: -16990.1571 eV

Mulliken population analysis, charges in e, atoms 1 to 4:
1. C -0.12
2. C -0.54
3. C 0.44
4. H 0.24


No. 3
C53H38Br2N6O5PZr | ωB97M-V/def2-TZVPD

XYZ file:
```
106
C53H38Br2N6O5PZr | the OMol25 dataset | ωB97M-V/def2-TZVPD
Zr -1.0454 0.5827 0.5313
O -0.7113 -0.1805 -1.5468
C 0.5103 -0.3185 -1.2500
O 0.9843 0.3897 -0.3027
C 1.2740 -1.5277 -1.6426
C 2.1622 -1.6437 -2.6941
C 2.8682 -2.8308 -2.8391
C 2.7209 -3.8488 -1.9085
C 1.8409 -3.7097 -0.8430
C 1.0740 -2.5585 -0.7141
P -0.1045 -2.2074 0.6601
C 0.9856 -2.3633 2.1200
C 1.6056 -1.2271 2.6292
C 2.4425 -1.3195 3.7307
C 2.6644 -2.5487 4.3354
C 2.0455 -3.6859 3.8338
C 1.2085 -3.5936 2.7324
C -1.2157 -3.6361 0.7886
C -1.0264 -4.8429 0.1208
C -1.9215 -5.8893 0.3006
C -3.0148 -5.7363 1.1394
C -3.2157 -4.5306 1.7979
C -2.3239 -3.4850 1.6228
H 2.3020 -0.8267 -3.3886
H 3.5531 -2.9504 -3.6678
H 3.2999 -4.7565 -2.0058
H 1.7708 -4.5013 -0.1072
H 1.4414 -0.2497 2.1784
H 2.9121 -0.4278 4.1223
H 3.3111 -2.6202 5.1993
H 2.2077 -4.6456 4.3055
H 0.7066 -4.4843 2.3713
H -0.1953 -4.9747 -0.5579
H -1.7622 -6.8239 -0.2201
H -3.7085 -6.5542 1.2794
H -4.0684 -4.4025 2.4508
H -2.4829 -2.5486 2.1410
Br -1.2738 -1.7664 4.8559
C -1.7962 0.0187 4.5620
C -1.9711 0.8472 5.6931
C -2.3648 2.1410 5.5452
Br -2.5817 3.2183 7.0799
C -2.5999 2.6753 4.2516
C -2.9726 4.0140 3.9858
C -3.1251 4.4356 2.6963
C -2.9014 3.5222 1.6505
N -2.5734 2.2701 1.8558
C -2.4261 1.8371 3.1371
C -2.0127 0.4787 3.2935
O -1.8315 -0.2634 2.1861
H -1.7850 0.4377 6.6754
H -3.1238 4.6953 4.8114
H -3.3980 5.4549 2.4671
H -2.9843 3.8396 0.6159
N -3.4575 0.3884 -0.0845
C -3.9413 0.3066 -1.4206
C -4.5399 1.3507 -2.0642
C -4.9302 1.2195 -3.4184
C -4.7165 0.0473 -4.0886
C -4.1210 -1.0528 -3.4191
C -3.9042 -2.3147 -4.0234
C -3.3703 -3.3276 -3.2813
C -3.0443 -3.0891 -1.9242
N -3.2053 -1.9342 -1.3372
C -3.7362 -0.9246 -2.0759
H -3.9749 1.0624 0.4723
H -3.5498 -0.5404 0.3398
H -4.7120 2.2847 -1.5406
H -5.4043 2.0552 -3.9147
H -5.0106 -0.0621 -5.1234
H -4.1778 -2.4610 -5.0604
H -3.2024 -4.3078 -3.7035
H -2.6435 -3.8924 -1.3140
C 6.4686 -0.7701 -1.7112
O 6.6409 0.3364 -2.5838
C 5.8303 1.4047 -2.4123
C 4.7059 1.4111 -1.5875
C 3.9596 2.5697 -1.4336
C 4.3303 3.7460 -2.0944
C 5.4380 3.7036 -2.9468
C 6.1759 2.5556 -3.1195
N 3.8073 5.0884 -2.0336
N 2.8409 5.4928 -1.3793
C 2.0847 4.6167 -0.5379
C 2.3762 4.4592 0.7851
C 1.6470 3.5441 1.5714
C 0.5940 2.8388 1.0538
O -0.0225 1.8388 1.7072
C 0.1716 3.1286 -0.2766
N -0.9485 2.4852 -0.7380
C -1.3089 2.6810 -1.9922
C -0.6215 3.5370 -2.8604
C 0.5020 4.1791 -2.4123
C 0.9352 3.9876 -1.0831
H 7.2551 -1.4755 -1.9620
H 5.4947 -1.2428 -1.8547
H 6.5731 -0.4599 -0.6690
H 4.4037 0.5250 -1.0500
H 3.1077 2.5153 -0.7807
H 5.7158 4.6178 -3.4526
H 7.0417 2.5320 -3.7655
H 3.2252 4.9779 1.2097
H 1.9392 3.3575 2.5964
H -2.1781 2.1304 -2.3369
H -0.9790 3.6630 -3.8712
H 1.0623 4.8390 -3.0615
```

## Properties
Charge: +1
Gap between HOMO and LUMO: 7.4 eV
LUMO level: -0.10339 Ha
Energy above the lowest of the compared OMol25 structures with the same formula, charge and spin: 31.3 kcal per mole
Calculated total energy: -225410.8688 eV

Mulliken population analysis, charges in e, atoms 1 to 4:
1. Zr -0.63
2. O -0.40
3. C 1.30
4. O -0.15


No. 4
C18H25N3O | ωB97M-V/def2-TZVPD

XYZ file:
```
47
C18H25N3O | the OMol25 dataset | ωB97M-V/def2-TZVPD
C -5.4540 1.4326 1.9892
H -6.5146 1.1968 2.0464
H -4.9380 0.8830 2.7732
H -5.3288 2.4965 2.1776
C -4.9003 1.0603 0.6145
C -5.6153 1.8658 -0.4682
H -5.5477 2.9297 -0.2514
H -6.6675 1.5920 -0.5090
H -5.1768 1.6950 -1.4480
C -5.0494 -0.4502 0.3976
H -4.5810 -0.9732 1.2340
H -6.1104 -0.7083 0.3931
C -4.4229 -0.9769 -0.8976
N -3.0025 -0.7311 -0.9717
C -2.0866 -1.6748 -0.6464
O -2.3965 -2.8090 -0.3313
C -0.6660 -1.2215 -0.7084
C -0.2352 -0.2109 -1.5509
C 1.1139 0.1160 -1.5373
N 1.7796 1.0532 -2.2836
C 3.0149 0.9651 -1.9084
N 3.2508 0.0333 -0.9367
C 2.0312 -0.5525 -0.6835
C 1.5913 -1.5826 0.1401
C 0.2517 -1.8988 0.1084
H -0.1291 -2.7007 0.7226
H 2.2566 -2.1374 0.7796
C 4.5684 -0.2458 -0.4081
H 5.0938 -0.8903 -1.1281
C 4.5895 -0.9272 0.9621
H 4.4135 -1.9991 0.8982
C 5.9891 -0.6097 1.4768
C 6.1804 0.8599 1.1030
H 7.2313 1.1139 0.9765
C 5.3812 1.0532 -0.1968
H 4.7031 1.9015 -0.1033
H 6.0392 1.2411 -1.0442
H 5.7751 1.4958 1.8902
H 6.0878 -0.7841 2.5466
H 6.7213 -1.2308 0.9583
H 3.8397 -0.4733 1.6113
H 3.8019 1.5638 -2.3242
H -0.8920 0.2992 -2.2381
H -2.7003 0.2181 -1.1139
H -4.9061 -0.5320 -1.7715
H -4.5498 -2.0615 -0.9373
H -3.8345 1.3160 0.5988
```

## Properties
Charge: 0
SMILES: CC(C)CCNC(=O)c1ccc2c(c1)ncn2C1CCCC1
Gap between HOMO and LUMO: 9.3 eV
LUMO level: 0.02475 Ha
Energy above the lowest of the compared OMol25 structures with the same formula, charge and spin: 9.0 kcal per mole
Calculated total energy: -25591.0188 eV

Mulliken population analysis, charges in e, atoms 1 to 4:
1. C -1.64
2. H 0.34
3. H 0.40
4. H 0.41


No. 5
C31H38CeN4O7S | ωB97M-V/def2-TZVPD

XYZ file:
```
82
C31H38CeN4O7S | the OMol25 dataset | ωB97M-V/def2-TZVPD
Ce 0.6246 -0.0263 -0.5710
C 0.9851 -0.1765 -4.2555
N 0.9029 -1.2451 -3.1788
C -0.3784 -1.9125 -3.3579
C -0.7766 -2.9463 -2.3310
C -1.8816 -2.5053 -1.3906
N -1.6240 -1.4073 -0.3491
C -2.6609 -1.0461 0.3203
C -2.8289 0.0678 1.2112
C -3.9614 0.1275 2.1141
C -4.1200 1.1327 3.0417
C -3.1340 2.1003 3.2296
C -2.0266 2.0174 2.4462
C -1.8542 1.0610 1.4351
O -0.7252 1.0871 0.7930
C 2.0250 -2.1531 -3.5180
C 2.2895 -3.3259 -2.5854
C 2.5186 -2.9819 -1.0908
N 2.7344 -1.5287 -0.9891
C 3.9333 -1.0687 -1.0539
C 4.4242 0.3336 -0.9536
C 5.7957 0.6256 -0.9605
C 6.2790 1.9458 -0.9678
C 5.4026 3.0187 -1.0409
C 4.0527 2.7775 -0.9078
C 3.5572 1.4505 -0.9004
O 2.2298 1.2800 -0.9635
H 1.0146 -0.6427 -5.2323
H 1.8811 0.3820 -4.0710
H 0.1705 0.4772 -4.0997
H -0.3719 -2.4456 -4.2859
H -1.2055 -1.2211 -3.4660
H 0.0251 -3.2364 -1.6507
H -1.2605 -3.7520 -2.8842
H -2.1885 -3.4886 -0.9035
H -2.7735 -2.1088 -1.9508
H -3.5666 -1.6097 0.0125
H -4.6291 -0.6909 2.1014
H -5.0035 1.1838 3.7129
H -3.1085 2.8463 3.9976
H -1.2120 2.7001 2.6387
H 2.9358 -1.5577 -3.6274
H 1.8568 -2.5880 -4.5001
H 3.2126 -3.8190 -2.9566
H 1.5843 -4.0839 -2.7305
H 3.4696 -3.4426 -0.7651
H 1.7075 -3.3192 -0.3944
H 4.7035 -1.8113 -1.1445
H 6.4821 -0.1924 -0.9999
H 7.3637 2.0375 -0.8673
H 5.6728 4.0588 -0.9977
H 3.3466 3.6294 -0.8954
N -4.5438 1.8764 -1.1440
C -4.0143 2.8143 -2.1521
C -2.4876 2.8349 -2.1589
C -1.8400 1.4823 -2.4568
O -2.4704 0.5865 -3.0160
O -0.6230 1.3187 -2.0226
H -4.1198 1.9531 -0.2704
H -4.4310 0.9592 -1.5549
H -4.4663 3.8023 -1.9519
H -4.3779 2.4840 -3.0872
H -2.1943 3.2367 -1.1474
H -2.0093 3.5228 -2.8726
C -2.0844 1.0083 6.3568
C -1.1241 0.4739 5.2691
C -1.3442 -0.7412 4.6998
C -0.4953 -1.2350 3.7405
C 0.6830 -0.5271 3.4214
C 0.9039 0.7477 3.9427
C 0.0004 1.1870 4.8894
S 1.6233 -1.2171 2.0506
O 2.1056 0.0252 1.4038
O 2.6245 -2.1631 2.4181
O 0.5717 -1.7451 1.1262
H -2.4727 1.9754 6.1458
H -1.5409 1.0673 7.2791
H -2.8232 0.2417 6.5304
H -2.1693 -1.3227 5.0333
H -0.6509 -2.2127 3.3289
H 1.7112 1.3665 3.6334
H 0.1694 2.1929 5.3000
```

## Properties
Charge: 0
Gap between HOMO and LUMO: 7.0 eV
LUMO level: -0.04132 Ha
Energy above the lowest of the compared OMol25 structures with the same formula, charge and spin: 29.2 kcal per mole
Calculated total energy: -76823.7960 eV

Mulliken population analysis, charges in e, atoms 1 to 4:
1. Ce 0.85
2. C -1.27
3. N 1.06
4. C -1.09


No. 6
C6H11NO | ωB97M-V/def2-TZVPD

XYZ file:
```
19
C6H11NO | the OMol25 dataset | ωB97M-V/def2-TZVPD
C -0.2297 -0.2974 2.3482
C 1.2162 -0.4959 1.7962
C 0.6906 -1.0854 0.4387
C -1.2175 -0.2965 -0.9174
C -0.0992 0.0318 -1.7984
C -0.1898 1.4484 -2.1722
H -0.8428 -1.2683 2.2100
H -0.1940 0.0119 3.5636
H -0.7824 0.5936 1.9001
H 1.8106 0.5064 1.6975
H 1.9638 -1.1186 2.3158
H -1.8985 0.4959 -0.6099
H -1.6879 -1.3123 -0.9876
H 0.6560 -0.5783 -2.3401
H -1.2462 1.7857 -3.0443
H 0.0636 2.4437 -1.1530
H 1.0112 1.4570 -3.0387
N 0.0034 -0.0903 -0.2001
O 0.9727 -2.2314 -0.0084
```

## Properties
Charge: 0
Gap between HOMO and LUMO: 10.2 eV
LUMO level: 0.02428 Ha
Energy above the lowest of the compared OMol25 structures with the same formula, charge and spin: 168.2 kcal per mole
Calculated total energy: -9931.1605 eV

Mulliken population analysis, charges in e, atoms 1 to 4:
1. C -0.83
2. C -0.31
3. C 0.32
4. C -0.51


No. 7
C3H14N2O2 | ωB97M-V/def2-TZVPD

XYZ file:
```
21
C3H14N2O2 | the OMol25 dataset | ωB97M-V/def2-TZVPD
N -0.0455 -0.4843 -0.8145
C -0.1528 1.0339 -1.0409
C 1.1555 1.7021 -0.4858
C -1.3238 1.4754 -0.1702
N -2.5586 1.0096 -0.6603
H -0.8409 -1.0176 -1.0794
H 0.7661 -0.8340 -1.3790
H -0.1490 1.1917 -2.1508
H 1.2256 2.7630 -0.8109
H 1.9437 1.0400 -0.9189
H 1.2910 1.6488 0.5685
H -1.2486 0.9963 0.7883
H -1.4822 2.6091 0.1416
H -3.3807 1.5125 -0.6557
H -2.7504 -0.0051 -0.5030
H -0.2233 -1.7332 0.6193
H -1.2962 -2.3212 1.4180
O -0.4395 -1.9520 1.5046
H 2.4054 -2.6584 1.7811
H 3.7243 -3.2603 2.2791
O 3.3798 -2.7164 1.5688
```

## Properties
Charge: 0
SMILES: C[C@@H](N)CN.O.O
Gap between HOMO and LUMO: 9.7 eV
LUMO level: 0.02854 Ha
Energy above the lowest of the compared OMol25 structures with the same formula, charge and spin: 36.4 kcal per mole
Calculated total energy: -10412.2109 eV

Mulliken population analysis, charges in e, atoms 1 to 4:
1. N -0.65
2. C 0.23
3. C -1.25
4. C -0.53


No. 8
C12H11NO4Pt | ωB97M-V/def2-TZVPD

XYZ file:
```
29
C12H11NO4Pt | the OMol25 dataset | ωB97M-V/def2-TZVPD
Pt -0.1927 -0.9076 -0.1376
O -1.6547 0.0812 2.3988
C -1.2206 -0.5033 1.5075
C 1.0134 -0.4935 -1.6675
O 1.7021 0.0875 -2.3921
C -1.7125 -0.1717 -1.2026
O -2.4225 0.6079 -1.6893
C 1.4283 -1.1583 0.9968
O 2.3570 -0.8929 1.6397
C -1.2842 -4.9942 -0.3120
H -0.8746 -5.2440 0.6720
H -2.3562 -4.7778 -0.3611
C -0.5167 -5.0008 -1.4152
H -0.9337 -4.7898 -2.4054
H 0.5473 -5.2560 -1.3718
N 0.4673 2.2708 0.3592
C 0.6704 3.5894 0.6183
C -0.1139 4.5691 -0.0268
C 0.1236 5.9206 0.2144
C 1.1300 6.3355 1.1055
C 1.8980 5.3499 1.7519
C 1.6771 3.9951 1.5188
H -0.2536 1.9447 -0.2604
H 0.9984 1.5436 0.8190
H -0.8979 4.2757 -0.7168
H -0.4565 6.6893 -0.2771
H 1.3162 7.4144 1.2949
H 2.6693 5.6817 2.4367
H 2.2857 3.2513 2.0261
```

## Properties
Charge: +2
Gap between HOMO and LUMO (alpha / beta): 5.8 / 5.0 eV
LUMO level (alpha / beta): -0.32068 / -0.36507 Ha
2S+1: 3
Energy above the lowest of the compared OMol25 structures with the same formula, charge and spin: 4.8 kcal per mole
Calculated total energy: -25529.1447 eV

Mulliken population analysis, charges in e, atoms 1 to 4:
1. Pt 1.12
2. O -0.16
3. C 0.15
4. C 0.15